No. 1
{
  "formula": "C19H23ClN4O",
  "method": "ωB97M-V/def2-TZVPD",
  "smiles": "Cc1nc(NC2([C@@H]3C[C@@H]4C[C@H](Cl)CC[C@@H]4NC3=O)CC2)ccc1C#N",
  "spin_multiplicity": 1,
  "e_lumo_ev": 0.46,
  "orbital_gap_ha": 0.328,
  "homo_energy_ev": -8.5,
  "symbols": ["C", "C", "N", "C", "N", "C", "C", "C", "C", "C", "C", "Cl", "C", "C", "C", "N", "C", "O", "C", "C", "C", "C", "C", "C", "N", "H", "H", "H", "H", "H", "H", "H", "H", "H", "H", "H", "H", "H", "H", "H", "H", "H", "H", "H", "H", "H", "H", "H"],
  "positions_angstrom": [[0.866, 0.492, -5.463], [-0.040, -0.051, -4.386], [-0.492, 0.802, -3.458], [-1.233, 0.322, -2.491], [-1.624, 1.329, -1.645], [-1.967, 1.189, -0.194], [-0.715, 1.281, 0.803], [0.180, 0.045, 0.487], [1.358, -0.143, 1.465], [1.215, -1.508, 2.126], [2.322, -1.779, 3.124], [2.079, -3.373, 3.792], [2.286, -0.768, 4.213], [2.479, 0.616, 3.632], [1.444, 0.952, 2.523], [0.143, 1.245, 3.136], [-0.937, 1.320, 2.341], [-2.017, 1.307, 2.909], [-3.192, 2.044, 0.095], [-3.299, 0.501, 0.075], [-1.543, -1.047, -2.305], [-1.083, -1.960, -3.271], [-0.302, -1.443, -4.309], [0.116, -2.313, -5.340], [0.465, -3.146, -6.079], [1.205, 1.526, -5.284], [1.767, -0.105, -5.529], [0.428, 0.388, -6.458], [-1.294, 2.223, -2.024], [-0.139, 2.215, 0.597], [-0.417, -0.897, 0.484], [0.615, 0.207, -0.507], [2.284, -0.180, 0.911], [0.256, -1.518, 2.642], [1.240, -2.284, 1.332], [3.314, -1.768, 2.665], [2.963, -0.974, 5.016], [1.302, -0.760, 4.695], [2.426, 1.403, 4.393], [3.490, 0.687, 3.201], [1.774, 1.860, 1.997], [-0.025, 1.163, 4.116], [-3.251, 2.566, 1.060], [-3.698, 2.579, -0.699], [-3.844, 0.095, -0.794], [-3.460, 0.037, 1.054], [-2.100, -1.387, -1.458], [-1.345, -2.993, -3.193]]
}

***

No. 2
{
  "formula": "C11H15NO3",
  "method": "ωB97M-V/def2-TZVPD",
  "smiles": "CC[C@H]([N+](=O)[O-])[C@](C)(O)c1ccccc1",
  "spin_multiplicity": 1,
  "e_lumo_ev": 0.23,
  "orbital_gap_ha": 0.354,
  "homo_energy_ev": -9.4,
  "symbols": ["C", "C", "C", "N", "O", "O", "C", "C", "O", "C", "C", "C", "C", "C", "C", "H", "H", "H", "H", "H", "H", "H", "H", "H", "H", "H", "H", "H", "H", "H"],
  "positions_angstrom": [[-1.156, 0.346, 3.064], [-0.996, -0.297, 1.688], [-0.673, 0.864, 0.739], [-1.669, 1.885, 0.723], [-1.296, 3.004, 0.469], [-2.825, 1.563, 0.759], [-0.577, 0.362, -0.777], [-0.531, 1.578, -1.697], [-1.669, -0.466, -1.094], [0.654, -0.496, -0.943], [1.873, 0.110, -0.937], [3.030, -0.655, -1.048], [2.886, -2.079, -1.097], [1.638, -2.668, -1.094], [0.485, -1.834, -1.080], [-1.815, 1.117, 3.105], [-1.593, -0.445, 3.536], [-0.331, 0.746, 3.603], [-0.142, -0.962, 1.722], [-1.858, -0.717, 1.351], [0.245, 1.334, 0.957], [-1.549, 2.015, -1.770], [-0.232, 1.274, -2.655], [-0.003, 2.311, -1.258], [-2.459, -0.376, -0.603], [1.903, 1.196, -0.957], [3.869, 0.010, -1.156], [3.684, -2.762, -1.111], [1.709, -3.740, -1.270], [-0.604, -2.218, -1.168]]
}

***

No. 3
{
  "formula": "CH3INO",
  "method": "ωB97M-V/def2-TZVPD",
  "smiles": "CN([O-])I",
  "charge": -1,
  "spin_multiplicity": 1,
  "e_lumo_ev": [3.63, 3.66],
  "orbital_gap_ha": [0.240, 0.238],
  "homo_energy_ev": [-2.9, -2.8],
  "symbols": ["C", "N", "O", "I", "H", "H", "H"],
  "positions_angstrom": [[0.646, 0.097, -0.097], [-0.713, 0.432, -0.176], [-1.347, -0.268, -1.193], [-1.754, -0.088, 1.836], [1.074, 0.811, -0.820], [1.187, 0.054, 0.902], [0.907, -1.038, -0.453]]
}

***

No. 4
{
  "formula": "C5H11N2O",
  "method": "ωB97M-V/def2-TZVPD",
  "charge": 1,
  "spin_multiplicity": 1,
  "e_lumo_ev": -9.19,
  "orbital_gap_ha": 0.134,
  "homo_energy_ev": -12.8,
  "symbols": ["O", "C", "C", "C", "C", "C", "N", "N", "H", "H", "H", "H", "H", "H", "H", "H", "H", "H", "H"],
  "positions_angstrom": [[-0.559, 3.820, -1.381], [0.304, 3.106, -0.950], [-0.013, 1.980, -0.033], [-1.055, 1.045, -0.674], [-1.441, -0.066, 0.275], [-1.121, -0.025, 1.540], [3.260, -3.853, 0.585], [-2.111, -1.070, -0.443], [1.380, 3.308, -1.228], [-0.521, 2.285, 0.911], [0.779, 1.247, 0.394], [-0.721, 0.581, -1.644], [-1.979, 1.501, -1.024], [-1.413, -0.719, 2.317], [3.400, -3.050, -0.053], [2.924, -3.476, 1.466], [4.237, -4.017, 0.869], [-2.867, -0.791, -1.075], [-2.483, -1.808, 0.148]]
}

***

No. 5
{
  "formula": "C16H48BeNO19",
  "method": "ωB97M-V/def2-TZVPD",
  "charge": 1,
  "spin_multiplicity": 1,
  "e_lumo_ev": -7.18,
  "orbital_gap_ha": 0.136,
  "homo_energy_ev": -10.9,
  "symbols": ["Be", "N", "O", "O", "O", "C", "C", "O", "O", "H", "H", "H", "H", "H", "H", "C", "C", "O", "O", "H", "H", "H", "H", "H", "H", "C", "C", "O", "O", "H", "H", "H", "H", "H", "H", "C", "C", "O", "O", "H", "H", "H", "H", "H", "H", "C", "C", "O", "O", "H", "H", "H", "H", "H", "H", "C", "C", "O", "O", "H", "H", "H", "H", "H", "H", "C", "C", "O", "O", "H", "H", "H", "H", "H", "H", "C", "C", "O", "O", "H", "H", "H", "H", "H", "H"],
  "positions_angstrom": [[0.092, -2.474, 2.596], [-0.249, -0.390, -0.222], [0.247, -1.308, 0.472], [-0.252, -0.516, -1.450], [-0.667, 0.655, 0.276], [1.022, 5.330, -0.086], [1.057, 3.818, -0.490], [2.286, 3.275, 0.002], [0.657, 5.489, 1.264], [0.389, 5.904, -0.764], [2.006, 5.787, -0.243], [0.975, 3.762, -1.576], [0.188, 3.340, -0.045], [3.029, 3.832, -0.244], [1.308, 5.017, 1.792], [-3.069, -3.255, -2.608], [-2.737, -2.230, -3.664], [-2.452, -0.980, -3.027], [-1.903, -3.777, -1.982], [-3.622, -4.092, -3.036], [-3.694, -2.722, -1.888], [-3.634, -2.145, -4.279], [-1.946, -2.623, -4.306], [-1.596, -1.025, -2.587], [-1.682, -3.279, -1.192], [2.782, -4.436, 2.750], [3.327, -3.181, 2.125], [2.241, -2.373, 1.661], [1.732, -4.043, 3.630], [3.545, -5.058, 3.219], [2.379, -5.123, 2.000], [3.977, -3.482, 1.301], [3.935, -2.613, 2.831], [2.613, -1.794, 0.968], [1.511, -4.799, 4.186], [1.440, 1.731, -3.422], [1.747, 0.411, -4.212], [1.765, -0.685, -3.279], [0.130, 1.824, -2.936], [1.563, 2.488, -4.200], [2.218, 1.906, -2.675], [2.727, 0.515, -4.675], [0.993, 0.199, -4.970], [0.927, -0.881, -2.854], [-0.105, 0.993, -2.513], [-2.279, 2.099, 3.223], [-1.114, 3.093, 3.129], [-1.171, 4.011, 4.221], [-3.478, 2.815, 2.911], [-2.298, 1.730, 4.257], [-2.037, 1.219, 2.627], [-1.195, 3.623, 2.182], [-0.155, 2.564, 3.155], [-1.081, 3.437, 4.988], [-3.531, 3.488, 3.599], [-2.946, 2.919, -0.731], [-3.605, 4.149, -0.154], [-5.032, 4.045, -0.056], [-3.245, 1.786, 0.050], [-1.857, 3.006, -0.782], [-3.318, 2.705, -1.738], [-3.469, 5.054, -0.753], [-3.165, 4.440, 0.803], [-5.406, 4.913, -0.217], [-2.614, 1.091, -0.151], [4.262, 0.635, -1.117], [3.202, 0.055, -0.168], [3.537, -1.284, 0.240], [4.280, -0.121, -2.349], [5.257, 0.654, -0.676], [4.031, 1.661, -1.412], [2.166, 0.014, -0.518], [3.018, 0.804, 0.608], [3.673, -1.721, -0.612], [3.346, -0.200, -2.596], [-0.538, -5.349, 1.207], [-1.832, -5.009, 1.933], [-1.581, -4.282, 3.126], [0.067, -4.143, 0.765], [-0.800, -5.987, 0.362], [0.072, -5.954, 1.883], [-2.178, -6.003, 2.227], [-2.524, -4.536, 1.236], [-2.445, -4.037, 3.485], [0.783, -4.379, 0.162]]
}

***

No. 6
{
  "formula": "C4H8O2",
  "method": "ωB97M-V/def2-TZVPD",
  "spin_multiplicity": 1,
  "e_lumo_ev": 0.85,
  "orbital_gap_ha": 0.391,
  "homo_energy_ev": -9.8,
  "symbols": ["O", "C", "C", "C", "O", "C", "H", "H", "H", "H", "H", "H", "H", "H"],
  "positions_angstrom": [[0.931, -0.941, -1.640], [0.524, 0.162, -0.863], [-0.982, 0.125, -0.497], [-0.957, -0.227, 0.989], [0.339, -0.570, 1.330], [1.154, 0.186, 0.517], [0.803, -1.724, -1.088], [0.790, 1.032, -1.457], [-1.502, -0.608, -1.119], [-1.459, 1.095, -0.660], [-1.651, -0.975, 1.379], [-0.846, 1.067, 1.477], [0.653, 1.504, 1.001], [2.204, -0.123, 0.633]]
}

***

Taking the records one at a time from the top gives energy relative to the best compared isomer or geometry (same formula, charge and spin) values of 23.01 98.49 77.02 182.18 75.98 84.67 kcal/mol.
Taking the records one at a time from the top gives maximum force values of 2.72 5.07 5.17 4.83 5.61 4.16 eV/A.